Record 1
Below is 3 unconnected molecules or ions with the total composition C16H30BN2O5, with properties calculated with the ωB97M-V functional and the def2-TZVPD basis.

- LUMO energy (Eh) = -0.1685
- gap between HOMO and LUMO (Ha) = 0.23895
- electronic energy (Eh) = -1137.8673
- net charge = +1
- max |F| (eV/A) = 0.93

Each line ends with the natural charge from an NBO analysis.
Atoms and positions in Å:
C -1.67 2.21 1.94  -0.1617
C -1.65 1.10 1.48  -0.0692
C -1.65 -0.25 0.92  -0.5042
C -2.37 -0.25 -0.40  0.0498
C -3.64 0.25 -0.57  -0.1348
C -4.22 0.23 -1.83  0.0399
N -3.60 -0.26 -2.89  -0.1490
N -2.38 -0.72 -2.71  -0.2956
B -1.70 -1.25 -4.01  1.1849
C -0.62 -0.36 -4.64  -1.0535
O -2.11 -2.46 -4.41  -0.8953
C -1.75 -0.74 -1.54  0.0796
H -1.68 3.20 2.32  0.2559
H -2.16 -0.90 1.64  0.2728
H -0.62 -0.58 0.80  0.2651
H -4.19 0.68 0.26  0.2622
H -5.21 0.60 -2.00  0.2419
H 0.14 -0.94 -5.16  0.2732
H -1.10 0.33 -5.34  0.2861
H -0.12 0.28 -3.90  0.2505
H -2.61 -2.49 -5.23  0.5414
H -0.75 -1.14 -1.52  0.2506
C 3.88 5.73 -0.04  -0.2544
O 3.92 4.53 0.71  -0.5519
C 3.36 4.64 2.00  -0.0899
C 1.98 4.03 2.06  -0.0884
O 1.04 4.74 1.26  -0.5521
C 0.80 4.12 0.01  -0.2549
H 4.17 5.48 -1.06  0.1914
H 2.87 6.15 -0.06  0.1748
H 4.57 6.47 0.36  0.1746
H 3.31 5.69 2.31  0.1802
H 4.01 4.11 2.70  0.1882
H 1.62 4.06 3.09  0.1866
H 2.03 2.98 1.75  0.1682
H 0.22 3.20 0.14  0.1557
H 1.73 3.89 -0.52  0.1821
H 0.21 4.82 -0.59  0.1919
C -0.66 -5.69 2.57  -0.2527
O 0.56 -5.82 1.86  -0.5447
C 0.45 -5.52 0.48  -0.0891
C 1.02 -4.15 0.18  -0.0882
O 0.24 -3.11 0.78  -0.5778
C 0.84 -2.61 1.97  -0.2602
H -0.43 -5.78 3.63  0.2000
H -1.13 -4.72 2.39  0.1642
H -1.36 -6.49 2.30  0.1745
H -0.59 -5.58 0.15  0.1718
H 1.03 -6.26 -0.07  0.1950
H 1.00 -3.99 -0.91  0.1759
H 2.05 -4.09 0.51  0.1867
H 1.73 -2.02 1.73  0.1740
H 1.11 -3.40 2.66  0.2000
H 0.11 -1.96 2.45  0.1779

=====

Record 2
Below is C16H30BNO5S2 in the gas phase at a distorted geometry, with properties calculated with the ωB97M-V functional and the def2-TZVPD basis.

- LUMO energy (Eh) = -0.0187
- gap between HOMO and LUMO (Ha) = 0.28797
- electronic energy (Eh) = -1879.8986
- net charge = 0
- max |F| (eV/A) = 3.50
- SMILES = CCCCN(CCCC[C@@]1(CB(O)O)COC(=O)O1)C(=S)SCCC

Each line ends with the natural charge from an NBO analysis.
Atoms and positions in Å:
C -2.84 -1.38 0.86  -0.6109
C -2.47 -1.93 -0.51  -0.3925
C -1.38 -3.01 -0.50  -0.4121
C -0.19 -2.79 0.41  -0.2231
N 0.91 -2.06 -0.21  -0.5175
C 0.48 -0.75 -0.75  -0.2044
C 1.58 0.23 -1.08  -0.4110
C 0.98 1.37 -1.94  -0.3765
C 0.63 2.56 -1.06  -0.4211
C -0.39 3.52 -1.66  0.2563
C -1.67 2.90 -2.19  -0.8123
B -1.63 2.35 -3.68  1.1354
O -0.57 2.52 -4.51  -0.8874
O -2.72 1.66 -4.17  -0.8869
C -0.81 4.44 -0.50  -0.0876
O 0.33 5.26 -0.37  -0.4983
C 0.68 5.52 -1.67  0.9646
O 1.33 6.49 -2.05  -0.5672
O 0.20 4.54 -2.48  -0.4935
C 2.04 -1.97 0.61  -0.0965
S 3.52 -2.19 0.04  0.1234
S 1.89 -1.53 2.37  0.1590
C 1.59 -3.13 3.18  -0.4970
C 1.51 -2.95 4.69  -0.4058
C 2.89 -2.73 5.31  -0.6082
H -2.02 -0.77 1.22  0.1981
H -2.99 -2.15 1.61  0.2061
H -3.69 -0.73 0.80  0.2115
H -2.14 -1.09 -1.12  0.1843
H -3.36 -2.32 -0.98  0.2056
H -1.02 -3.18 -1.50  0.2180
H -1.85 -3.93 -0.19  0.2127
H 0.20 -3.77 0.65  0.2025
H -0.47 -2.36 1.37  0.1907
H -0.07 -0.96 -1.65  0.1921
H -0.22 -0.28 -0.06  0.1722
H 1.89 0.69 -0.14  0.2015
H 2.43 -0.23 -1.54  0.2288
H 1.68 1.64 -2.72  0.2238
H 0.10 0.97 -2.42  0.1775
H 1.54 3.10 -0.87  0.2306
H 0.21 2.19 -0.13  0.2044
H -2.43 3.68 -2.17  0.2483
H -2.02 2.14 -1.51  0.2394
H -0.40 1.69 -4.96  0.4996
H -3.14 1.20 -3.44  0.4855
H -1.66 5.07 -0.74  0.1770
H -1.12 3.89 0.38  0.1967
H 2.39 -3.80 2.89  0.2117
H 0.68 -3.58 2.84  0.2063
H 0.84 -2.12 4.89  0.2066
H 1.06 -3.85 5.08  0.2092
H 2.95 -3.10 6.32  0.2118
H 3.12 -1.68 5.27  0.2134
H 3.61 -3.25 4.70  0.2050

=====

Record 3
Below is a molecular structure, C16H30F3NOP2V at a distorted geometry, with properties calculated with the ωB97M-V functional and the def2-TZVPD basis.

- 2S+1 = 2
- LUMO energy (spin up / spin down) (Eh) = 0.0120 / 0.0111
- <S²> = 0.80
- gap between HOMO and LUMO (spin up / spin down) (Ha) = 0.26303 / 0.24784
- electronic energy (Eh) = -2683.8224
- net charge = 0
- max |F| (eV/A) = 3.62

Each line ends with the natural charge from an NBO analysis.
Atoms and positions in Å:
V 0.36 0.15 0.30  0.3179
P 2.61 -0.03 0.03  0.9857
P -2.39 0.03 0.54  0.9070
N -0.03 0.42 -1.35  -0.6799
H 0.84 1.52 0.79  0.1174
C 3.08 -1.68 -0.69  -0.9376
H 4.17 -1.88 -0.68  0.2212
H 2.71 -1.73 -1.73  0.2425
H 2.58 -2.48 -0.13  0.2174
C 3.54 -0.28 1.59  -0.9445
H 4.61 -0.47 1.40  0.2302
H 3.13 -1.14 2.14  0.2308
H 3.42 0.62 2.21  0.2395
C 3.66 1.16 -0.92  -0.9296
H 4.77 0.89 -0.82  0.2314
H 3.43 2.15 -0.51  0.2460
H 3.35 1.17 -1.98  0.2568
C -3.51 -1.17 -0.33  -0.9207
H -4.55 -0.79 -0.37  0.2145
H -3.50 -2.15 0.16  0.2436
H -3.16 -1.30 -1.36  0.2408
C -3.27 0.07 2.16  -0.9412
H -4.36 0.15 1.99  0.2213
H -2.93 0.94 2.74  0.2394
H -3.05 -0.86 2.71  0.2249
C -3.24 1.50 -0.22  -0.9267
H -4.33 1.40 -0.05  0.2157
H -3.04 1.52 -1.31  0.2466
H -2.87 2.43 0.24  0.2346
C -0.15 1.30 -2.36  0.1278
C -0.03 1.84 -4.72  -0.2056
C -0.15 0.89 -3.72  -0.2507
C -0.15 2.69 -2.04  -0.2612
C -0.04 3.63 -3.06  -0.1960
C -0.01 3.21 -4.39  -0.2615
H 0.08 1.51 -5.75  0.2089
H -0.16 -0.20 -3.88  0.2171
H -0.19 2.99 -0.98  0.2050
H 0.05 4.69 -2.81  0.2081
H 0.07 3.95 -5.20  0.2082
C -0.64 -3.23 1.87  0.5898
O -1.31 -2.78 0.91  -0.5658
C 0.40 -4.29 1.60  -0.7270
H 0.67 -4.75 2.58  0.2160
H 1.29 -3.93 1.03  0.2493
H -0.15 -4.99 0.93  0.2527
C -0.76 -2.75 3.29  -0.7348
H -1.82 -2.96 3.54  0.2509
H -0.58 -1.66 3.42  0.2582
H -0.09 -3.35 3.93  0.2223
F -0.77 2.46 2.06  -0.3416
C 0.45 1.82 1.93  0.7876
F 1.40 2.81 2.23  -0.3512
F 0.55 0.93 3.01  -0.3516

=====

Record 4
Below is a molecular structure, C16H30F4HgN4O14S4 at a distorted geometry, with properties calculated with the ωB97M-V functional and the def2-TZVPD basis.

- LUMO energy (Eh) = 0.2568
- gap between HOMO and LUMO (Ha) = 0.06171
- electronic energy (Eh) = -4045.0784
- net charge = -4
- max |F| (eV/A) = 5.82

Each line ends with the Mulliken charge.
Atoms and positions in Å:
Hg -0.45 -2.33 0.65  2.8046
O -3.87 0.03 -1.97  -0.9001
C -3.86 0.43 -0.68  -0.5717
C -2.92 -0.29 0.37  0.2689
O -2.72 -1.68 0.45  -0.5492
H -4.92 0.50 -0.32  0.4177
H -3.48 1.49 -0.59  -0.0645
H -3.15 0.23 1.32  -0.0425
H -1.93 0.10 0.08  -0.4487
O -0.67 -3.00 -1.49  -0.7995
C -0.19 -2.68 -2.74  0.5789
C -0.90 -3.32 -4.03  -0.8456
O -2.24 -3.26 -4.22  -0.9608
H 0.85 -3.05 -2.90  -0.1356
H -0.26 -1.59 -2.89  -0.1517
H -0.61 -4.40 -3.98  0.1514
H -0.40 -2.91 -4.94  0.2538
N 1.20 -0.71 0.67  -0.3411
S 1.00 0.78 0.11  0.6526
O 2.17 1.38 -0.45  -0.6773
O 0.04 1.63 0.76  -0.4031
F 0.22 0.38 -1.21  -0.2639
S 2.14 -0.20 2.01  1.0343
O 1.36 0.30 3.11  -0.7330
O 3.43 0.33 1.72  -0.6469
F 2.51 -1.66 2.50  -0.2206
N 0.45 -4.42 1.22  -0.0987
S 1.43 -5.13 2.22  0.7921
O 1.78 -6.49 1.85  -0.6671
O 1.39 -4.76 3.61  -0.6300
F 2.74 -4.28 1.80  -0.2831
S -0.80 -5.56 1.41  1.0693
O -1.13 -6.05 2.72  -0.6599
O -0.77 -6.51 0.35  -0.6041
F -1.97 -4.56 1.10  -0.1998
N 0.41 4.77 -3.62  -0.0169
C -0.79 5.43 -3.86  -0.4418
C -1.68 5.15 -2.87  -1.1482
C -1.07 4.10 -2.13  0.0016
C 0.21 3.93 -2.57  -0.4747
H 1.21 4.88 -4.21  0.1692
H -0.79 6.22 -4.60  0.3407
H -2.69 5.52 -2.84  0.3844
H -1.53 3.54 -1.32  0.7177
H 1.01 3.30 -2.19  0.4896
N 0.36 5.16 0.75  0.2538
C 0.47 5.11 2.10  -0.5241
C 0.28 6.38 2.58  -0.3731
C -0.10 7.21 1.51  -0.7368
C 0.02 6.43 0.36  -0.2325
H 0.44 4.41 0.08  0.1575
H 0.72 4.22 2.65  0.4382
H 0.30 6.69 3.61  0.3755
H -0.19 8.28 1.61  0.3587
H -0.18 6.63 -0.68  0.2606
C -1.51 -2.50 5.00  -1.2123
C -1.87 -2.08 3.58  -0.2547
O -0.72 -1.63 2.88  -0.0449
H -2.30 -2.51 5.75  0.3971
H -0.84 -1.73 5.40  0.2904
H -0.98 -3.45 4.94  0.2192
H -2.64 -1.30 3.64  0.3047
H -2.35 -2.91 3.06  0.1893
H -0.27 -0.93 3.38  -0.0222
C 4.01 -2.28 -3.00  -1.5615
C 3.40 -1.51 -1.85  0.2219
O 2.81 -2.40 -0.94  -0.3520
H 3.29 -3.02 -3.35  0.3454
H 4.96 -2.78 -2.77  0.3196
H 4.18 -1.63 -3.87  0.3655
H 2.62 -0.81 -2.17  0.0867
H 4.06 -0.76 -1.37  0.3381
H 2.29 -1.88 -0.31  0.2456